Below is a cluster of 9 separate species, C31H70BO16 in total at a distorted geometry, with properties calculated with wB97M-V/def2-TZVPD.

Cartesian coordinates (Å):
O 6.962 -5.628 -31.305
C 7.968 -6.152 -30.912
O 9.157 -5.647 -30.801
B 10.083 -6.661 -30.224
O 9.231 -7.834 -29.953
C 7.995 -7.609 -30.338
O 7.039 -8.311 -30.284
O 10.750 -6.185 -29.001
C 12.059 -6.214 -29.246
O 12.907 -5.910 -28.456
C 12.299 -6.743 -30.667
O 11.117 -7.023 -31.173
O 13.372 -6.928 -31.166
C 16.466 0.563 -32.213
C 15.844 -0.486 -31.307
O 15.822 -1.768 -31.938
C 14.560 -2.380 -32.077
C 14.764 -3.843 -32.475
H 17.106 1.242 -31.651
H 16.935 0.164 -33.107
H 15.630 1.180 -32.561
H 16.478 -0.650 -30.430
H 14.854 -0.146 -31.002
H 13.996 -2.355 -31.137
H 13.874 -1.937 -32.812
H 13.813 -4.302 -32.197
H 15.588 -4.320 -31.952
H 14.933 -3.997 -33.541
C 7.590 -4.572 -34.569
C 7.395 -4.433 -36.084
O 7.809 -5.661 -36.631
C 7.787 -5.708 -38.050
C 6.328 -5.770 -38.517
H 6.858 -5.316 -34.247
H 8.619 -4.881 -34.394
H 7.325 -3.718 -33.946
H 6.320 -4.313 -36.262
H 7.961 -3.572 -36.457
H 8.391 -4.913 -38.493
H 8.275 -6.634 -38.351
H 5.759 -4.839 -38.446
H 5.781 -6.509 -37.931
H 6.202 -6.023 -39.574
C 8.269 -1.433 -26.525
C 9.129 -2.635 -26.163
O 8.450 -3.820 -26.454
C 9.208 -5.009 -26.413
C 9.321 -5.620 -25.007
H 8.469 -0.478 -26.039
H 8.345 -1.136 -27.577
H 7.234 -1.747 -26.387
H 10.129 -2.598 -26.614
H 9.318 -2.619 -25.076
H 8.759 -5.739 -27.084
H 10.211 -4.909 -26.838
H 9.527 -4.920 -24.195
H 10.175 -6.299 -24.997
H 8.397 -6.149 -24.780
C 3.142 -9.927 -33.736
C 3.476 -10.117 -32.247
C 4.945 -10.530 -32.127
O 3.422 -8.840 -31.608
H 3.949 -9.496 -34.331
H 2.275 -9.286 -33.933
H 2.828 -10.850 -34.239
H 2.790 -10.844 -31.819
H 5.600 -9.801 -32.604
H 5.196 -11.479 -32.620
H 5.237 -10.569 -31.078
H 3.914 -8.210 -32.170
C 16.088 -5.301 -29.293
C 16.213 -5.726 -27.822
C 17.543 -5.170 -27.267
O 15.188 -5.223 -27.007
H 15.948 -4.220 -29.328
H 15.146 -5.682 -29.691
H 16.934 -5.748 -29.809
H 16.293 -6.811 -27.715
H 17.402 -4.105 -27.073
H 18.358 -5.300 -27.982
H 17.895 -5.653 -26.355
H 14.299 -5.468 -27.316
C 7.122 -9.273 -35.054
C 8.032 -8.534 -34.040
C 8.605 -9.533 -33.024
O 9.086 -7.864 -34.710
H 6.175 -8.725 -35.136
H 6.843 -10.265 -34.706
H 7.563 -9.177 -36.044
H 7.399 -7.846 -33.469
H 7.874 -9.832 -32.280
H 9.547 -9.194 -32.588
H 8.955 -10.385 -33.620
H 8.726 -7.017 -34.998
C 3.862 -5.967 -28.445
C 5.087 -5.071 -28.267
C 4.765 -3.751 -27.586
O 5.961 -5.761 -27.348
H 3.067 -5.345 -28.859
H 3.514 -6.337 -27.479
H 4.080 -6.848 -29.048
H 5.560 -4.908 -29.238
H 4.319 -3.779 -26.587
H 4.162 -3.042 -28.166
H 5.685 -3.203 -27.349
H 6.676 -5.144 -27.145
C 2.891 -5.863 -34.166
C 4.052 -5.494 -33.265
C 3.608 -4.917 -31.916
O 4.722 -6.734 -32.899
H 2.198 -5.036 -34.320
H 2.309 -6.659 -33.698
H 3.292 -6.223 -35.114
H 4.773 -4.845 -33.762
H 4.393 -4.303 -31.464
H 3.328 -5.682 -31.199
H 2.806 -4.177 -32.036
H 5.531 -6.403 -32.464

Summary:
Total charge = -1
Lowest unoccupied orbital energy = 0.0862 Eh
E_tot = -66725.0153 eV
F_max = 0.0495 hartree/bohr
2S+1 = 1

Below is an isolated molecule of C5H4S at a distorted geometry, with properties calculated with wB97M-V/def2-TZVPD.

Cartesian coordinates (Å):
S 1.990 -0.006 -0.035
C 0.363 0.036 0.070
C -0.537 1.183 0.085
C -1.824 0.722 -0.066
C -1.814 -0.757 -0.033
C -0.526 -1.172 0.032
H -0.177 2.184 0.013
H -2.742 1.334 -0.055
H -2.702 -1.307 -0.053
H -0.189 -2.180 0.132

Summary:
Total charge = 0
Lowest unoccupied orbital energy = -0.0600 Eh
E_tot = -16083.1711 eV
SMILES = S=C1C=CC=C1
F_max = 0.0438 hartree/bohr
ΔE to the lowest compared entry with this formula, charge and spin = 3.7 kcal per mole
2S+1 = 1

Below is an isolated molecule of C6H5N at a distorted geometry, with properties calculated with wB97M-V/def2-TZVPD.

Cartesian coordinates (Å):
C -2.754 0.674 -0.397
C -1.701 0.091 -0.486
C -0.501 -0.730 -0.615
N -0.054 -1.514 0.543
C 0.819 -0.466 0.067
C 1.442 0.731 0.576
C 2.347 1.528 0.619
H -3.669 1.226 -0.300
H -0.448 -1.259 -1.566
H -0.593 -1.329 1.382
H 1.778 -0.859 -0.306
H 3.334 1.907 0.485

Summary:
Total charge = 0
Lowest unoccupied orbital energy = 0.0325 Eh
E_tot = -7787.1377 eV
SMILES = C#C[C@@H]1N[C@@H]1C#C
F_max = 0.0297 hartree/bohr
ΔE to the lowest compared entry with this formula, charge and spin = 107.4 kcal per mole
2S+1 = 1

Below is a structure of composition C15H50AsF6N16O9 at a distorted geometry, with properties calculated with wB97M-V/def2-TZVPD.

Cartesian coordinates (Å):
As -0.322 0.274 -0.321
F -0.442 -1.049 0.846
F -1.482 -0.519 -1.317
F -0.195 1.599 -1.398
F 0.743 1.041 0.821
F 1.063 -0.536 -0.957
F -1.676 1.090 0.424
C -2.902 -2.890 -3.938
O -4.090 -2.605 -3.799
N -2.543 -4.139 -4.398
N -1.879 -2.099 -3.548
H -3.279 -4.810 -4.513
H -1.677 -4.324 -4.870
H -2.046 -1.299 -2.958
H -0.947 -2.361 -3.805
C 3.315 -2.439 1.663
O 4.445 -2.676 2.071
N 2.281 -3.309 1.719
N 2.998 -1.218 1.140
H 2.331 -4.164 2.240
H 1.453 -3.144 1.177
H 2.042 -0.992 0.915
H 3.766 -0.600 0.965
C 4.731 0.494 -3.394
O 5.889 0.421 -3.769
N 3.828 -0.531 -3.552
N 4.221 1.465 -2.582
H 4.056 -1.374 -4.041
H 2.876 -0.362 -3.283
H 4.750 2.238 -2.233
H 3.270 1.306 -2.307
C -1.209 -4.735 2.198
O -0.126 -5.015 2.688
N -2.337 -5.497 2.390
N -1.420 -3.692 1.338
H -3.167 -5.183 1.909
H -2.405 -6.130 3.161
H -2.361 -3.395 1.111
H -0.689 -3.009 1.382
C -4.958 1.268 1.492
O -6.167 1.394 1.669
N -4.368 1.727 0.353
N -4.129 0.622 2.347
H -5.001 2.137 -0.304
H -3.365 1.656 0.263
H -4.414 0.217 3.221
H -3.160 0.555 2.086
C -1.927 -1.113 4.723
O -3.132 -0.993 4.579
N -1.002 -1.139 3.724
N -1.358 -1.197 5.971
H -1.358 -1.225 2.788
H -0.009 -0.943 3.803
H -0.394 -1.417 6.140
H -2.003 -1.272 6.735
C -4.669 -3.004 0.075
O -4.365 -3.466 1.176
N -4.773 -1.675 -0.190
N -4.877 -3.789 -1.018
H -5.288 -1.346 -0.987
H -4.524 -1.003 0.517
H -4.899 -3.366 -1.934
H -4.945 -4.785 -0.954
C 4.099 -0.300 4.772
C 2.964 0.631 4.364
C 3.368 1.754 3.430
O 3.989 2.764 4.194
C 4.695 3.769 3.505
N 1.784 -0.141 3.866
H 4.560 -0.714 3.866
H 3.788 -1.108 5.427
H 4.887 0.294 5.241
H 2.615 0.966 5.350
H 2.564 2.051 2.752
H 4.184 1.321 2.821
H 5.609 3.367 3.062
H 4.910 4.489 4.297
H 4.097 4.314 2.766
H 1.311 0.415 3.159
H 2.202 -0.939 3.397
C 1.130 3.197 -6.046
C 0.059 4.258 -6.001
C -0.624 4.329 -4.645
O 0.385 4.394 -3.647
C -0.180 4.542 -2.367
N 0.658 5.545 -6.433
H 1.604 3.130 -7.032
H 0.721 2.194 -5.887
H 2.018 3.325 -5.426
H -0.702 4.057 -6.759
H -1.112 3.345 -4.555
H -1.280 5.192 -4.517
H -0.851 3.696 -2.179
H -0.829 5.422 -2.246
H 0.598 4.573 -1.609
H 1.073 6.011 -5.631
H -0.072 6.183 -6.734

Summary:
Total charge = -1
Lowest unoccupied orbital energy = 0.0713 Eh
E_tot = -135792.6872 eV
F_max = 0.0489 hartree/bohr
2S+1 = 1

> Which of these has the lowest E_tot?

C15H50AsF6N16O9

> What is the formula in the third record?

C6H5N